(1)
Below is a structure of composition C48H59N6O2PSSr, with properties calculated with ωB97M-V/def2-TZVPD.

Output
M, u: 902.70
Relative energy (zero: lowest compared OMol25 entry of this formula, charge and spin), kcal/mol: 6.28
Max |F|, eV Å⁻¹: 0.907
HOMO energy, eV: -7.88
E, eV: -84735.43344
Frontier orbital gap, Ha: 0.3004

Last column: Löwdin charge in e.
Geometry (Å):
Sr: -0.53 0.08 0.10  1.25
C: -5.03 1.32 -1.08  -0.04
C: -3.79 0.63 -1.65  -0.38
C: -4.18 -0.65 -2.40  -0.08
C: -2.98 1.60 -2.48  -0.14
C: -3.24 1.75 -3.84  -0.04
C: -2.54 2.67 -4.60  -0.08
C: -1.56 3.45 -4.00  -0.05
C: -1.27 3.34 -2.65  -0.14
C: -0.23 4.23 -2.01  -0.36
C: -0.86 5.53 -1.50  -0.05
C: 0.94 4.55 -2.94  -0.08
C: -2.00 2.41 -1.87  -0.19
N: -1.68 2.19 -0.51  -0.07
C: -2.26 2.93 0.43  -0.50
O: -3.06 3.87 0.31  0.01
C: -1.91 2.50 1.86  -0.18
C: -2.19 3.30 2.96  0.01
C: -1.85 2.82 4.22  -0.03
C: -1.28 1.56 4.36  0.00
C: -1.06 0.81 3.22  -0.25
N: -1.37 1.30 2.02  -0.02
C: -0.58 -0.63 3.27  -0.53
O: -0.04 -1.03 4.33  -0.02
N: -0.87 -1.32 2.18  -0.03
C: -0.78 -2.73 2.19  -0.17
C: 0.44 -3.38 1.99  -0.14
C: 0.47 -4.77 1.89  -0.04
C: -0.69 -5.51 2.02  -0.09
C: -1.90 -4.86 2.23  -0.07
C: -1.97 -3.47 2.30  -0.15
C: -3.33 -2.84 2.53  -0.36
C: -3.49 -2.32 3.96  -0.04
C: -3.73 -1.77 1.51  -0.06
C: 1.74 -2.59 1.90  -0.37
C: 2.52 -2.88 0.62  -0.06
C: 2.60 -2.86 3.13  -0.06
H: -5.59 0.64 -0.43  0.08
H: -4.76 2.21 -0.51  0.07
H: -5.69 1.63 -1.90  0.09
H: -3.19 0.33 -0.78  0.08
H: -4.99 -0.46 -3.12  0.08
H: -3.34 -1.07 -2.95  0.07
H: -4.55 -1.40 -1.70  0.07
H: -4.00 1.14 -4.31  0.11
H: -2.75 2.77 -5.66  0.10
H: -1.01 4.17 -4.61  0.11
H: 0.17 3.69 -1.14  0.12
H: -1.21 6.13 -2.35  0.08
H: -1.71 5.33 -0.86  0.06
H: -0.12 6.13 -0.95  0.08
H: 0.65 5.24 -3.74  0.07
H: 1.75 5.03 -2.38  0.07
H: 1.35 3.65 -3.41  0.07
H: -2.66 4.26 2.81  0.12
H: -2.06 3.42 5.09  0.11
H: -1.03 1.15 5.33  0.12
H: 1.41 -5.28 1.73  0.11
H: -0.66 -6.59 1.96  0.10
H: -2.81 -5.44 2.33  0.11
H: -4.05 -3.66 2.41  0.12
H: -2.77 -1.54 4.18  0.07
H: -4.49 -1.90 4.10  0.08
H: -3.35 -3.12 4.68  0.09
H: -3.21 -0.82 1.69  0.06
H: -3.51 -2.08 0.48  0.05
H: -4.80 -1.58 1.57  0.08
H: 1.48 -1.53 1.90  0.10
H: 2.86 -3.92 0.58  0.08
H: 1.92 -2.70 -0.28  0.06
H: 3.41 -2.24 0.56  0.08
H: 2.95 -3.89 3.14  0.08
H: 3.48 -2.20 3.13  0.08
H: 2.03 -2.68 4.04  0.07
C: 2.94 -0.03 5.69  -0.07
N: 2.35 0.36 4.43  -0.03
C: 2.74 1.42 3.72  -0.89
N: 3.79 2.13 4.18  0.09
S: 2.00 1.90 2.27  0.64
H: 2.63 -1.04 5.91  0.08
H: 2.62 0.61 6.52  0.09
H: 4.03 -0.01 5.63  0.08
H: 1.42 -0.03 4.24  0.06
H: 4.06 2.08 5.15  0.09
H: 4.02 2.96 3.66  0.08
C: 0.75 0.23 -3.91  -0.25
P: 1.71 -0.02 -2.37  0.97
C: 2.83 1.41 -2.36  -0.41
C: 3.64 1.73 -3.45  -0.09
C: 4.49 2.83 -3.39  -0.08
C: 4.54 3.60 -2.24  -0.08
C: 3.75 3.29 -1.15  -0.08
C: 2.89 2.19 -1.21  -0.13
C: 2.85 -1.39 -2.79  -0.39
C: 2.45 -2.42 -3.64  -0.10
C: 3.30 -3.50 -3.87  -0.09
C: 4.54 -3.56 -3.27  -0.09
C: 4.95 -2.53 -2.43  -0.08
C: 4.10 -1.45 -2.19  -0.11
H: 0.05 -0.60 -4.05  0.03
H: 1.39 0.32 -4.79  0.05
H: 0.16 1.14 -3.80  0.03
H: 3.62 1.12 -4.34  0.11
H: 5.11 3.08 -4.24  0.10
H: 5.21 4.46 -2.19  0.10
H: 3.79 3.87 -0.24  0.11
H: 2.30 1.95 -0.34  0.01
H: 1.48 -2.40 -4.12  0.09
H: 2.98 -4.29 -4.54  0.10
H: 5.20 -4.39 -3.46  0.10
H: 5.92 -2.56 -1.95  0.11
H: 4.43 -0.66 -1.53  0.11
C: -2.34 -4.41 -1.38  -0.02
C: -1.67 -3.13 -1.33  -0.23
N: -1.15 -2.11 -1.29  0.11
H: -1.80 -5.08 -2.05  0.10
H: -3.36 -4.28 -1.74  0.09
H: -2.34 -4.83 -0.37  0.07

=====

(2)
Below is a structure of composition C48H60AsBaN4O2P2Se2, with properties calculated with ωB97M-V/def2-TZVPD.

Output
M, u: 1157.15
Charge: +1
Relative energy (zero: lowest compared OMol25 entry of this formula, charge and spin), kcal/mol: 0.00
Max |F|, eV Å⁻¹: 0.572
HOMO energy, eV: -9.67
E, eV: -271608.90858
Frontier orbital gap, Ha: 0.2481

Last column: Löwdin charge in e.
Geometry (Å):
Ba: -0.09 -0.10 -0.11  1.40
C: -5.95 0.73 -5.37  -0.04
C: -5.03 0.70 -4.18  -0.26
C: -5.33 1.32 -3.00  0.01
C: -4.48 1.25 -1.87  -0.13
C: -4.90 1.94 -0.71  -0.01
N: -4.61 1.71 0.54  0.10
C: -4.02 0.50 1.10  -0.18
C: -4.47 0.24 2.53  -0.13
C: -4.59 -1.25 2.81  -0.14
N: -3.40 -1.96 2.35  0.08
C: -2.98 -3.09 2.85  -0.01
C: -1.89 -3.81 2.32  -0.13
C: -1.55 -5.04 2.94  0.02
C: -0.51 -5.81 2.49  -0.26
C: -0.14 -7.12 3.12  -0.05
C: 0.22 -5.31 1.40  0.03
C: -0.03 -4.11 0.78  -0.12
C: 0.92 -3.69 -0.26  -0.10
N: 1.12 -2.50 -0.66  -0.08
C: 2.21 -2.30 -1.61  -0.24
C: 1.89 -1.25 -2.66  -0.21
C: 0.57 -1.47 -3.41  -0.21
N: -0.57 -0.79 -2.78  -0.05
C: -1.59 -0.65 -3.54  -0.12
C: -2.88 -0.02 -3.23  -0.12
C: -3.79 0.03 -4.26  0.03
C: -3.18 0.63 -1.98  -0.34
O: -2.32 0.75 -1.06  -0.29
C: -1.14 -3.30 1.21  -0.35
O: -1.45 -2.21 0.63  -0.27
H: -6.84 1.32 -5.17  0.08
H: -6.28 -0.28 -5.64  0.09
H: -5.45 1.16 -6.24  0.09
H: -6.27 1.86 -2.91  0.13
H: -5.57 2.78 -0.86  0.15
H: -4.95 2.39 1.21  0.16
H: -2.94 0.60 1.07  0.04
H: -4.31 -0.31 0.43  0.14
H: -5.45 0.69 2.73  0.13
H: -3.75 0.70 3.22  0.10
H: -5.46 -1.65 2.27  0.13
H: -4.72 -1.43 3.87  0.12
H: -2.85 -1.66 1.54  0.11
H: -3.52 -3.48 3.70  0.15
H: -2.14 -5.37 3.78  0.12
H: -0.84 -7.38 3.92  0.08
H: 0.85 -7.08 3.56  0.09
H: -0.15 -7.93 2.39  0.08
H: 1.06 -5.90 1.03  0.13
H: 1.55 -4.50 -0.65  0.13
H: 2.49 -3.24 -2.11  0.12
H: 3.08 -1.96 -1.04  0.11
H: 2.71 -1.24 -3.38  0.12
H: 1.89 -0.24 -2.22  0.05
H: 0.36 -2.54 -3.45  0.13
H: 0.68 -1.12 -4.45  0.12
H: -1.53 -1.01 -4.57  0.13
H: -3.52 -0.44 -5.20  0.13
Se: 0.95 -1.18 3.00  0.28
P: 0.07 0.62 3.76  0.13
Se: -0.68 2.08 2.33  0.21
C: 1.25 1.46 4.88  -0.41
C: 1.42 2.83 4.87  -0.12
C: 2.31 3.43 5.76  -0.08
C: 3.03 2.65 6.65  -0.08
C: 2.85 1.27 6.66  -0.07
C: 1.97 0.67 5.78  -0.11
C: -1.32 0.22 4.87  -0.40
C: -2.10 1.26 5.38  -0.12
C: -3.17 0.98 6.22  -0.08
C: -3.47 -0.34 6.55  -0.09
C: -2.70 -1.37 6.05  -0.10
C: -1.62 -1.09 5.21  -0.12
H: 0.87 3.44 4.16  0.05
H: 2.45 4.50 5.74  0.11
H: 3.72 3.11 7.34  0.11
H: 3.41 0.66 7.36  0.11
H: 1.85 -0.40 5.77  0.08
H: -1.87 2.28 5.12  0.09
H: -3.77 1.79 6.62  0.11
H: -4.31 -0.55 7.21  0.11
H: -2.91 -2.39 6.33  0.10
H: -1.00 -1.89 4.82  0.05
C: 1.12 4.64 -2.29  -0.32
As: 0.07 3.03 -1.92  1.11
C: -0.73 2.91 -3.70  -0.30
C: -1.40 3.88 -0.90  -0.35
C: -2.10 5.01 -1.60  -0.31
C: -1.73 6.33 -1.38  -0.06
C: -2.37 7.37 -2.05  -0.08
C: -3.39 7.10 -2.94  -0.09
C: -3.78 5.79 -3.16  -0.08
C: -3.14 4.75 -2.50  -0.07
H: 0.50 5.37 -2.80  0.02
H: 1.97 4.38 -2.92  0.03
H: 1.50 5.07 -1.36  0.02
H: -1.07 3.89 -4.03  0.03
H: -1.58 2.22 -3.70  0.00
H: 0.02 2.53 -4.40  0.03
H: -0.94 4.22 0.03  0.05
H: -2.08 3.07 -0.65  0.03
H: -0.93 6.55 -0.68  0.11
H: -2.06 8.39 -1.86  0.11
H: -3.89 7.91 -3.45  0.10
H: -4.58 5.57 -3.86  0.10
H: -3.44 3.73 -2.68  0.09
C: 4.48 0.95 -0.75  -0.30
P: 3.07 1.16 0.41  0.72
C: 2.99 2.99 0.50  -0.30
C: 3.90 0.81 2.01  -0.31
H: 5.34 1.56 -0.45  0.04
H: 4.18 1.25 -1.75  0.03
H: 4.79 -0.09 -0.78  0.03
H: 3.93 3.41 0.87  0.05
H: 2.17 3.28 1.15  0.02
H: 2.80 3.38 -0.50  0.00
H: 4.83 1.37 2.10  0.05
H: 4.09 -0.26 2.11  0.03
H: 3.23 1.09 2.83  0.01